Entry 1:
{
  "formula": "C31H44O26",
  "method": "ωB97M-V/def2-TZVPD",
  "species": ["C", "C", "C", "O", "O", "C", "C", "C", "C", "C", "C", "O", "C", "O", "O", "H", "H", "H", "H", "H", "H", "H", "H", "H", "H", "H", "H", "H", "H", "H", "H", "O", "C", "O", "C", "C", "O", "H", "H", "H", "H", "O", "C", "O", "C", "C", "O", "H", "H", "H", "H", "O", "C", "O", "C", "C", "O", "H", "H", "H", "H", "O", "C", "O", "C", "C", "O", "H", "H", "H", "H", "O", "C", "O", "C", "C", "O", "H", "H", "H", "H", "O", "C", "O", "C", "C", "O", "H", "H", "H", "H", "O", "C", "O", "C", "C", "O", "H", "H", "H", "H"],
  "positions_angstrom": [[4.948, 0.221, 1.434], [5.416, 1.107, 0.329], [4.251, 2.021, -0.430], [4.112, 2.099, -1.766], [3.326, 2.847, 0.377], [2.009, 2.193, 0.226], [0.968, 2.540, 1.483], [-0.536, 2.629, 0.838], [-1.635, 1.770, 1.725], [-2.778, 1.017, 0.816], [-2.204, -0.138, -0.198], [-1.742, -1.371, 0.457], [-0.280, -1.521, 0.409], [0.325, -1.988, 1.535], [0.595, -1.272, -0.747], [4.801, 0.633, 2.529], [4.666, -0.901, 1.149], [6.540, 1.238, -0.015], [1.588, 2.518, -0.820], [2.218, 1.020, 0.299], [1.251, 3.556, 2.032], [1.075, 1.658, 2.275], [-0.516, 2.271, -0.293], [-0.917, 3.757, 0.797], [-1.128, 0.945, 2.410], [-2.164, 2.564, 2.432], [-3.652, 0.615, 1.492], [-3.258, 1.857, 0.125], [-1.425, 0.373, -0.906], [-3.117, -0.458, -0.897], [0.740, -0.264, -0.795], [3.413, 2.987, 3.943], [4.468, 2.890, 4.547], [5.236, 1.761, 4.583], [6.465, 2.120, 5.186], [6.112, 3.326, 5.995], [5.034, 3.895, 5.276], [6.847, 1.302, 5.804], [7.193, 2.342, 4.400], [5.769, 3.068, 7.002], [6.943, 4.033, 6.072], [7.171, 8.232, 1.668], [6.664, 7.163, 1.370], [6.956, 5.975, 1.974], [6.009, 5.033, 1.508], [5.566, 5.608, 0.202], [5.730, 7.001, 0.388], [6.467, 4.046, 1.395], [5.191, 4.965, 2.233], [6.198, 5.286, -0.633], [4.525, 5.367, -0.028], [-6.243, -0.826, 0.712], [-5.841, -1.977, 0.691], [-4.900, -2.450, -0.178], [-4.548, -3.748, 0.264], [-5.744, -4.179, 1.049], [-6.272, -2.960, 1.534], [-4.348, -4.406, -0.587], [-3.646, -3.678, 0.880], [-6.499, -4.669, 0.425], [-5.481, -4.845, 1.876], [-8.689, -6.036, -0.865], [-8.332, -5.264, -1.740], [-7.565, -5.615, -2.813], [-7.563, -4.510, -3.696], [-7.870, -3.354, -2.800], [-8.648, -3.937, -1.772], [-6.592, -4.408, -4.188], [-8.334, -4.665, -4.458], [-6.969, -2.917, -2.357], [-8.431, -2.567, -3.313], [9.677, 0.516, 0.998], [9.693, 0.143, -0.163], [10.711, 0.387, -1.039], [10.457, -0.393, -2.192], [8.980, -0.611, -2.141], [8.693, -0.573, -0.756], [10.769, 0.138, -3.096], [11.020, -1.329, -2.117], [8.422, 0.189, -2.640], [8.685, -1.571, -2.572], [-13.813, -1.554, 1.426], [-12.808, -2.119, 1.028], [-12.055, -1.702, -0.031], [-10.873, -2.480, -0.026], [-11.276, -3.714, 0.713], [-12.291, -3.254, 1.585], [-10.546, -2.694, -1.048], [-10.084, -1.922, 0.490], [-11.698, -4.478, 0.051], [-10.448, -4.150, 1.278], [-1.348, -0.961, -6.298], [-0.293, -1.058, -5.693], [0.475, -2.187, -5.657], [1.704, -1.828, -5.054], [1.351, -0.622, -4.246], [0.273, -0.053, -4.964], [2.086, -2.646, -4.437], [2.432, -1.606, -5.841], [1.008, -0.879, -3.238], [2.182, 0.085, -4.168]],
  "total_charge": 0,
  "homo_ev": -8.649,
  "smiles": "C=CC(=O)OCCCCCCOC(=O)O.O=C1OCCO1.O=C1OCCO1.O=C1OCCO1.O=C1OCCO1.O=C1OCCO1.O=C1OCCO1.O=C1OCCO1",
  "relative_energy_kj_mol": 661.8
}

---

Entry 2:
{
  "formula": "C40H78Br4F3NiO18S8",
  "method": "ωB97M-V/def2-TZVPD",
  "species": ["Ni", "C", "O", "O", "C", "F", "F", "F", "C", "C", "H", "H", "H", "H", "H", "H", "C", "C", "C", "S", "O", "O", "C", "H", "H", "H", "H", "H", "H", "H", "H", "C", "C", "C", "S", "O", "O", "C", "H", "H", "H", "H", "H", "H", "H", "H", "C", "C", "C", "S", "O", "O", "C", "H", "H", "H", "H", "H", "H", "H", "H", "C", "C", "C", "S", "O", "O", "C", "H", "H", "H", "H", "H", "H", "H", "H", "C", "C", "C", "S", "O", "O", "C", "H", "H", "H", "H", "H", "H", "H", "H", "C", "C", "C", "S", "O", "O", "C", "H", "H", "H", "H", "H", "H", "H", "H", "C", "C", "C", "S", "O", "O", "C", "H", "H", "H", "H", "H", "H", "H", "H", "C", "C", "C", "S", "O", "O", "C", "H", "H", "H", "H", "H", "H", "H", "H", "Br", "C", "C", "Br", "H", "H", "H", "H", "Br", "C", "C", "Br", "H", "H", "H", "H"],
  "positions_angstrom": [[34.561, 35.254, -18.179], [35.211, 38.637, -18.349], [36.356, 38.517, -17.432], [34.568, 37.388, -18.166], [34.353, 39.955, -18.136], [35.056, 41.043, -18.521], [33.221, 39.938, -18.977], [33.824, 40.126, -16.922], [37.507, 39.308, -17.634], [38.539, 38.869, -16.520], [39.241, 39.609, -16.135], [38.007, 38.496, -15.645], [39.185, 38.063, -16.867], [37.321, 40.371, -17.479], [38.003, 39.195, -18.598], [35.651, 38.592, -19.345], [31.467, 43.365, -14.682], [30.969, 43.764, -13.217], [31.104, 42.561, -12.321], [32.102, 41.250, -13.282], [31.127, 40.472, -14.031], [33.177, 40.561, -12.521], [32.691, 42.543, -14.548], [31.623, 44.303, -15.215], [30.624, 42.862, -15.156], [29.965, 44.187, -13.224], [31.585, 44.612, -12.920], [30.194, 42.148, -11.888], [31.738, 42.692, -11.444], [33.065, 42.077, -15.460], [33.525, 43.066, -14.081], [32.650, 37.118, -13.866], [32.623, 35.843, -13.063], [33.473, 34.773, -13.827], [34.730, 35.728, -14.697], [34.886, 35.318, -16.133], [35.875, 35.803, -13.812], [33.901, 37.374, -14.668], [32.642, 37.995, -13.218], [31.754, 37.297, -14.460], [31.664, 35.359, -12.879], [33.101, 36.089, -12.114], [32.844, 34.270, -14.561], [33.795, 33.935, -13.209], [33.588, 37.665, -15.671], [34.552, 38.099, -14.179], [36.673, 33.630, -22.396], [35.749, 32.634, -21.628], [34.363, 33.183, -21.919], [34.457, 35.016, -21.619], [34.314, 35.182, -20.179], [33.543, 35.767, -22.460], [36.193, 35.092, -22.126], [36.493, 33.455, -23.457], [37.728, 33.425, -22.215], [36.098, 32.695, -20.598], [35.806, 31.590, -21.936], [33.534, 32.868, -21.284], [34.103, 33.078, -22.972], [36.882, 35.580, -21.437], [36.225, 35.713, -23.021], [37.773, 32.912, -16.728], [38.723, 33.980, -16.063], [38.599, 35.275, -16.895], [37.945, 34.756, -18.573], [39.054, 34.949, -19.483], [36.588, 35.226, -18.771], [37.978, 32.952, -18.191], [36.768, 33.245, -16.467], [37.982, 31.919, -16.333], [39.742, 33.618, -15.923], [38.326, 34.052, -15.050], [39.563, 35.719, -17.147], [38.053, 36.091, -16.422], [38.933, 32.502, -18.461], [37.071, 32.658, -18.719], [35.043, 38.663, -22.379], [34.544, 38.374, -23.801], [34.497, 39.643, -24.647], [34.345, 41.046, -23.489], [33.018, 41.707, -23.600], [35.544, 41.828, -23.650], [34.374, 40.029, -21.970], [36.130, 38.730, -22.433], [34.841, 37.849, -21.683], [33.580, 37.881, -23.679], [35.158, 37.599, -24.260], [33.812, 39.818, -25.477], [35.447, 39.831, -25.146], [33.406, 39.939, -21.478], [34.910, 40.659, -21.259], [40.910, 37.941, -20.465], [42.462, 37.803, -20.367], [43.017, 38.645, -21.572], [41.749, 38.662, -22.847], [42.197, 37.791, -23.943], [41.333, 40.014, -23.125], [40.464, 37.726, -21.849], [40.523, 38.824, -19.956], [40.344, 37.193, -19.908], [42.877, 36.803, -20.491], [42.746, 38.151, -19.373], [43.958, 38.393, -22.062], [43.161, 39.717, -21.433], [40.526, 36.670, -22.110], [39.517, 38.131, -22.207], [30.539, 35.808, -20.356], [29.510, 34.936, -19.652], [30.037, 34.638, -18.263], [31.192, 35.847, -17.757], [32.551, 35.359, -17.824], [30.668, 36.668, -16.656], [30.938, 36.870, -19.284], [30.195, 36.228, -21.301], [31.494, 35.302, -20.501], [29.276, 34.117, -20.333], [28.603, 35.519, -19.494], [30.582, 33.696, -18.193], [29.210, 34.826, -17.579], [31.805, 37.510, -19.447], [30.099, 37.547, -19.130], [39.128, 43.217, -17.435], [37.835, 44.110, -17.618], [37.996, 45.480, -16.901], [39.547, 45.394, -15.851], [39.260, 45.897, -14.512], [40.651, 46.045, -16.613], [39.602, 43.557, -16.012], [39.987, 43.498, -18.044], [39.003, 42.138, -17.527], [36.999, 43.559, -17.187], [37.666, 44.126, -18.694], [37.108, 45.524, -16.270], [38.100, 46.482, -17.318], [38.852, 43.201, -15.305], [40.628, 43.297, -15.752], [30.146, 42.941, -17.993], [29.804, 40.973, -18.149], [28.414, 40.804, -18.625], [27.850, 38.855, -18.301], [29.964, 40.512, -17.175], [30.611, 40.581, -18.768], [28.280, 41.010, -19.687], [27.719, 41.323, -17.964], [42.031, 34.730, -14.465], [42.639, 36.582, -14.390], [41.800, 37.483, -15.288], [41.981, 36.943, -17.181], [43.690, 36.642, -14.672], [42.663, 36.977, -13.374], [42.171, 38.508, -15.257], [40.747, 37.458, -15.009]],
  "total_charge": 0,
  "homo_ev": [-3.380, -8.539],
  "spin_multiplicity": 4
}

---

Entry 3:
{
  "formula": "C42H70O42S7",
  "method": "ωB97M-V/def2-TZVPD",
  "species": ["C", "C", "O", "S", "O", "O", "O", "H", "H", "H", "H", "C", "C", "O", "S", "O", "O", "O", "H", "H", "H", "H", "C", "C", "O", "S", "O", "O", "O", "H", "H", "H", "H", "C", "C", "O", "S", "O", "O", "O", "H", "H", "H", "H", "C", "C", "O", "S", "O", "O", "O", "H", "H", "H", "H", "C", "C", "O", "S", "O", "O", "O", "H", "H", "H", "H", "C", "C", "O", "S", "O", "O", "O", "H", "H", "H", "H", "O", "C", "O", "C", "C", "C", "H", "H", "H", "H", "H", "H", "O", "C", "O", "C", "C", "C", "H", "H", "H", "H", "H", "H", "O", "C", "O", "C", "C", "C", "H", "H", "H", "H", "H", "H", "O", "C", "O", "C", "C", "C", "H", "H", "H", "H", "H", "H", "O", "C", "O", "C", "C", "C", "H", "H", "H", "H", "H", "H", "O", "C", "O", "C", "C", "C", "H", "H", "H", "H", "H", "H", "O", "C", "O", "C", "C", "C", "H", "H", "H", "H", "H", "H"],
  "positions_angstrom": [[0.451, 4.275, -2.235], [-0.839, 4.602, -2.981], [-0.271, 4.922, -4.269], [1.134, 4.117, -4.669], [2.170, 5.003, -5.256], [0.821, 2.845, -5.357], [1.440, 3.716, -3.127], [0.272, 3.686, -1.336], [0.890, 5.242, -1.988], [-1.343, 5.458, -2.533], [-1.531, 3.761, -3.026], [-2.169, -4.124, 3.385], [-1.066, -4.318, 2.363], [-0.258, -3.178, 2.175], [-1.157, -1.875, 2.738], [-2.155, -1.568, 1.756], [-0.357, -0.731, 3.275], [-1.753, -2.850, 3.950], [-2.220, -4.953, 4.091], [-3.104, -4.022, 2.834], [-1.514, -4.561, 1.399], [-0.306, -5.016, 2.715], [-4.027, 1.072, 1.751], [-2.895, 2.048, 2.178], [-2.434, 2.632, 0.952], [-3.433, 2.340, -0.355], [-2.775, 2.072, -1.644], [-4.524, 3.293, -0.283], [-3.818, 0.863, 0.373], [-5.044, 1.424, 1.928], [-4.023, 0.108, 2.260], [-2.064, 1.563, 2.690], [-3.414, 2.820, 2.747], [-2.307, 6.301, 0.942], [-3.027, 7.717, 0.923], [-1.991, 8.542, 0.443], [-0.677, 7.746, -0.197], [0.520, 7.906, 0.614], [-0.545, 7.813, -1.646], [-1.240, 6.256, 0.031], [-3.045, 5.506, 0.838], [-1.890, 6.147, 1.938], [-3.367, 8.033, 1.910], [-3.924, 7.797, 0.310], [4.064, 0.084, 2.084], [4.458, 1.398, 2.686], [3.979, 1.674, 3.993], [3.324, 0.311, 4.602], [2.159, 0.637, 5.405], [4.342, -0.447, 5.285], [3.082, -0.377, 3.027], [4.922, -0.578, 1.969], [3.712, 0.469, 1.127], [3.989, 2.233, 2.165], [5.534, 1.557, 2.611], [1.332, -5.011, -3.115], [2.651, -4.519, -2.561], [2.690, -4.468, -1.193], [1.331, -5.208, -0.545], [0.303, -4.267, -0.197], [1.672, -6.265, 0.426], [0.885, -5.864, -2.080], [1.584, -5.545, -4.032], [0.638, -4.207, -3.358], [2.916, -3.482, -2.767], [3.549, -5.135, -2.609], [-0.590, 4.361, 3.340], [0.790, 4.025, 4.018], [1.620, 3.428, 3.069], [1.040, 3.582, 1.491], [0.467, 2.352, 0.859], [2.107, 4.277, 0.653], [-0.134, 4.606, 2.024], [-1.131, 5.178, 3.817], [-1.107, 3.402, 3.349], [0.746, 3.355, 4.876], [1.237, 4.971, 4.323], [-2.330, 4.385, 6.747], [-1.960, 3.233, 6.611], [-2.317, 2.522, 5.529], [-2.033, 1.090, 5.602], [-1.315, 0.889, 6.916], [-1.044, 2.295, 7.455], [-1.348, 0.750, 4.825], [-2.885, 0.415, 5.673], [-0.422, 0.265, 6.891], [-2.078, 0.479, 7.578], [0.018, 2.482, 7.297], [-1.169, 2.396, 8.533], [7.082, -3.983, 2.382], [5.864, -3.985, 2.802], [4.907, -4.616, 2.095], [3.655, -4.088, 2.583], [3.888, -3.677, 4.031], [5.286, -3.194, 3.931], [2.946, -4.905, 2.717], [3.209, -3.335, 1.934], [3.888, -4.439, 4.811], [3.272, -2.844, 4.370], [5.845, -3.288, 4.862], [5.353, -2.198, 3.492], [-4.133, -3.332, -0.511], [-4.421, -3.985, -1.469], [-3.720, -3.899, -2.615], [-4.167, -4.859, -3.597], [-5.173, -5.847, -2.888], [-5.561, -5.001, -1.601], [-3.346, -5.427, -4.036], [-4.670, -4.458, -4.476], [-4.629, -6.752, -2.619], [-5.921, -6.000, -3.666], [-5.524, -5.788, -0.848], [-6.564, -4.579, -1.662], [1.651, -1.017, -2.847], [0.742, -0.752, -2.072], [-0.310, -1.576, -1.982], [-1.326, -0.961, -1.288], [-0.578, 0.162, -0.448], [0.663, 0.461, -1.246], [-1.751, -1.661, -0.569], [-2.155, -0.642, -1.921], [-0.288, -0.207, 0.536], [-1.255, 1.000, -0.280], [1.445, 0.443, -0.487], [0.532, 1.361, -1.847], [-8.129, 2.919, -0.629], [-7.630, 1.961, -1.215], [-7.189, 0.847, -0.595], [-6.612, -0.091, -1.488], [-6.448, 0.621, -2.871], [-7.515, 1.753, -2.711], [-7.196, -1.011, -1.532], [-5.616, -0.499, -1.315], [-6.617, -0.159, -3.614], [-5.373, 0.797, -2.912], [-8.544, 1.428, -2.865], [-7.320, 2.654, -3.293], [6.714, 0.347, -1.396], [6.908, -0.859, -1.741], [6.265, -1.870, -1.097], [6.725, -3.027, -1.757], [7.868, -2.745, -2.626], [7.603, -1.341, -3.067], [5.911, -3.547, -2.262], [7.192, -3.761, -1.100], [8.057, -3.402, -3.475], [8.786, -2.868, -2.052], [6.806, -1.289, -3.808], [8.519, -0.782, -3.261], [0.940, -2.850, -5.787], [1.616, -1.824, -6.176], [2.803, -1.897, -6.856], [3.339, -0.610, -7.261], [2.349, 0.404, -6.710], [1.121, -0.382, -6.254], [3.235, -0.531, -8.343], [4.341, -0.420, -6.878], [2.097, 1.115, -7.497], [2.671, 0.858, -5.773], [0.383, -0.237, -7.043], [0.736, 0.013, -5.314]],
  "total_charge": 0,
  "homo_ev": -9.760
}

---

Entry 4:
{
  "formula": "CH2ClF2P",
  "method": "ωB97M-V/def2-TZVPD",
  "species": ["F", "P", "C", "F", "Cl", "H", "H"],
  "positions_angstrom": [[-1.295, -0.964, -0.041], [-0.309, 0.275, 0.632], [0.799, -0.306, -0.563], [1.805, 0.596, -0.699], [0.252, -0.667, -2.140], [-1.717, 0.884, 0.959], [0.465, 0.182, 1.851]],
  "total_charge": 0,
  "homo_ev": [-8.818, -8.819],
  "smiles": "F[PH2]=C(F)Cl",
  "relative_energy_kj_mol": 389.3
}

---

Number 1: calculated total energy -3163.5464 hartree. Number 2: calculated total energy -18214.3646 hartree. Number 3: calculated total energy -7589.3604 hartree. Number 4: calculated total energy -1040.4505 hartree.